(1)
{
  "formula": "H2N2O2S",
  "method": "ωB97M-V/def2-TZVPD",
  "multiplicity": 1,
  "e_tot_ev": -17937.133,
  "e_homo_ev": [-11.45, -11.44],
  "max_force_ev_per_a": 1.211,
  "homo_lumo_gap_ev": [10.4, 8.8],
  "elements": ["S", "O", "O", "N", "N", "H", "H"],
  "positions_angstrom": [[-1.448518, -0.027158, 0.022926], [-1.278072, 1.387862, 0.018577], [-2.745242, -0.621155, 0.144941], [1.769664, 0.256110, -0.377275], [-0.318480, -1.017772, -0.011982], [2.263574, -0.630466, -0.357649], [1.757075, 0.652581, 0.560460]],
  "forces_ev_per_angstrom": [[-0.7, 0.2, 0.3], [0.0, -0.3, -0.1], [0.2, 0.3, -0.1], [-1.1, 0.1, -0.5], [1.2, 0.2, -0.2], [0.1, -0.2, 0.4], [0.2, -0.2, 0.3]]
}

(2)
{
  "formula": "C38H31F12IN6O4S2Tc",
  "method": "ωB97M-V/def2-TZVPD",
  "multiplicity": 1,
  "e_tot_ev": -121593.068,
  "e_homo_ev": -15.43,
  "max_force_ev_per_a": 1.478,
  "homo_lumo_gap_ev": 3.9,
  "charge": 3,
  "elements": ["I", "Tc", "S", "S", "F", "F", "F", "F", "F", "F", "F", "F", "F", "F", "F", "F", "O", "O", "O", "O", "N", "N", "N", "N", "N", "N", "C", "C", "C", "C", "C", "C", "C", "C", "C", "C", "C", "C", "C", "C", "C", "C", "C", "C", "C", "C", "C", "C", "C", "C", "C", "C", "C", "C", "C", "C", "C", "C", "C", "C", "C", "C", "C", "C", "H", "H", "H", "H", "H", "H", "H", "H", "H", "H", "H", "H", "H", "H", "H", "H", "H", "H", "H", "H", "H", "H", "H", "H", "H", "H", "H", "H", "H", "H", "H"],
  "positions_angstrom": [[-0.368927, -4.446189, -0.673294], [0.437118, -0.449531, -0.236481], [2.837464, -2.742216, -1.724625], [-1.289013, -1.566351, -1.422995], [-3.082581, 1.082717, 1.783255], [3.630706, 0.597061, 2.559402], [-1.901145, 0.662529, -2.835924], [0.801150, 3.405401, 2.985372], [-4.521840, 1.340519, 0.233562], [-2.968678, 2.808369, 0.503697], [-3.945451, 0.934607, -2.310264], [3.404168, 2.436814, 1.472047], [2.986961, 2.369065, 3.574941], [0.852092, 3.269256, 0.833600], [-2.536136, 2.529606, -2.009483], [-0.727179, 2.342256, 1.946182], [2.575531, -3.576708, -0.589469], [2.424583, -3.184687, -3.012321], [1.582504, 0.796736, 0.772106], [-1.020109, 1.011805, -0.307055], [-0.864135, -0.628761, 1.473934], [1.922485, -1.309961, -1.400595], [-4.240142, -2.005247, -2.978268], [-3.724382, -3.641860, -1.465678], [1.110811, 0.635440, -1.902814], [1.018960, -2.305085, 0.943048], [0.977881, 1.778336, -2.546810], [7.312728, -1.978779, -1.525100], [0.524523, -3.542687, 0.990980], [2.499974, 0.987005, -4.227968], [-3.963980, -2.387901, -1.759993], [0.850878, -0.130508, 6.802827], [5.342833, -2.570527, -2.801175], [-4.128224, -2.394053, 1.633549], [2.875502, 1.706264, 2.435656], [5.117186, -1.833776, -0.506638], [-2.560322, -0.854071, -0.278768], [-1.446880, -0.390663, 3.834980], [0.327785, -0.070498, 5.431796], [2.114973, -2.736031, 3.034930], [1.672366, 1.990601, -3.731443], [2.677603, -0.185200, -3.513333], [-2.695169, 1.229979, -1.915447], [-1.022744, -0.325054, 5.131677], [0.702130, -4.377557, 2.085174], [6.713289, -2.417860, -2.714421], [-6.243080, -2.065552, 0.353707], [-3.225723, 1.525773, 0.530564], [0.580269, 2.618064, 1.946274], [6.485294, -1.678845, -0.428559], [-2.323933, 0.716760, -0.476428], [0.703866, 0.402823, 3.055930], [-2.778744, -2.061108, 1.905466], [-4.780694, -1.967715, 0.528416], [1.132624, 0.370594, 4.366952], [4.558874, -2.287070, -1.692815], [8.781273, -1.852997, -1.407929], [1.423094, 1.275779, 2.030658], [-3.997756, -1.366023, -0.621951], [1.869035, -1.962706, 1.918362], [1.466200, -3.954983, 3.158246], [-0.555266, -0.229004, 2.730203], [-2.061573, -1.186346, 1.135277], [1.963807, -0.315025, -2.321129], [3.314878, -0.978683, -3.863597], [9.285882, -1.955534, -2.365585], [-6.684575, -2.752215, 1.071613], [-4.457183, -1.043813, -3.204142], [1.934164, -0.213775, 6.823843], [2.999441, 1.125772, -5.174324], [-3.543125, -3.925937, -0.513901], [-6.684280, -1.081365, 0.542838], [4.880634, -2.940417, -3.702950], [-4.213372, -2.648780, -3.762163], [-4.608090, -0.533399, -0.975772], [0.268072, -5.363442, 2.067374], [2.106450, 0.739039, 4.639010], [0.392918, -0.936742, 7.374456], [-6.544416, -2.332508, -0.657792], [7.326501, -2.654398, -3.570240], [0.593744, 0.788916, 7.338770], [6.935865, -1.331582, 0.487252], [2.796057, -2.375430, 3.787306], [2.405910, -1.042380, 1.775352], [1.591112, -4.583077, 4.027385], [-3.662768, -4.360700, -2.175008], [-4.660597, -2.947708, 2.390020], [1.552793, 2.921295, -4.260133], [9.067197, -0.911536, -0.934857], [-2.308796, -2.492089, 2.777303], [-1.734357, -0.452621, 5.934828], [0.310509, 2.514743, -2.122684], [-2.494747, -0.540868, 3.636626], [9.161435, -2.636956, -0.744223], [4.480361, -1.625098, 0.338679]],
  "forces_ev_per_angstrom": [[0.1, -0.6, 0.4], [-0.8, -0.6, -0.3], [0.3, -0.4, 0.9], [0.7, 0.8, 0.8], [0.2, -0.1, 0.5], [0.0, -0.4, 0.0], [0.1, 0.2, 0.0], [0.1, 0.1, 0.2], [-0.2, 0.0, -0.2], [0.1, 0.2, 0.1], [-0.5, 0.0, 0.1], [-0.1, 0.1, -0.1], [-0.1, 0.2, 0.3], [0.2, 0.1, -0.2], [0.0, 0.3, 0.2], [-0.3, -0.1, 0.2], [0.5, 0.1, -0.2], [0.1, 0.2, -0.4], [-0.5, -0.7, -1.0], [1.4, -0.3, 0.3], [0.3, 0.3, 0.9], [-0.2, -0.2, 0.8], [0.0, 0.0, -0.4], [0.0, -0.2, -0.1], [0.3, -1.0, 0.7], [-0.2, 0.7, -0.1], [-0.2, 0.7, -0.5], [-0.8, 0.0, -0.2], [-0.7, -0.4, -0.3], [-0.1, -0.1, 0.3], [-0.4, 0.1, 0.3], [0.1, 0.0, 0.3], [-0.2, -0.1, -0.1], [-0.4, 0.0, -0.2], [0.4, -0.2, -0.2], [0.0, 0.0, 0.1], [0.8, 0.2, -0.4], [-0.4, -0.1, 0.4], [-0.3, -0.1, -0.3], [-0.1, 0.0, -0.1], [-0.2, -0.1, 0.3], [-0.2, 0.1, 0.1], [0.4, -0.4, -0.6], [-0.4, -0.2, -0.2], [0.0, 0.1, 0.0], [0.1, 0.2, 0.4], [-0.2, -0.1, 0.2], [0.0, -0.1, -0.4], [-0.1, 0.1, 0.0], [0.0, -0.1, -0.3], [-1.0, 0.0, -0.3], [0.8, 0.2, 0.4], [0.4, 0.3, 0.1], [0.5, 0.0, 0.1], [0.0, 0.1, -0.7], [-0.8, 0.0, -0.2], [0.6, -0.1, 0.3], [0.1, 0.8, 0.4], [0.0, 0.0, 0.2], [0.5, -0.1, 0.4], [0.1, 0.2, -0.2], [-0.2, -0.3, -0.7], [-0.3, -0.2, -0.3], [0.3, 0.7, -1.2], [0.0, 0.0, -0.1], [0.0, 0.1, 0.0], [-0.1, -0.1, -0.1], [0.1, 0.0, 0.2], [0.1, 0.0, 0.0], [0.1, 0.0, 0.0], [0.0, 0.1, 0.0], [0.0, 0.1, 0.0], [0.0, -0.1, -0.1], [0.0, 0.0, 0.1], [0.2, -0.1, 0.0], [-0.1, -0.1, 0.0], [0.1, 0.2, -0.1], [0.0, -0.1, 0.0], [0.0, -0.1, -0.1], [0.1, 0.0, -0.1], [-0.1, 0.1, 0.0], [0.0, 0.1, 0.1], [0.2, 0.0, 0.1], [0.0, 0.1, 0.0], [0.1, -0.1, 0.0], [-0.1, 0.0, 0.0], [-0.2, -0.1, 0.1], [0.0, 0.1, 0.0], [0.0, 0.0, -0.2], [0.1, -0.1, 0.0], [0.0, -0.1, 0.0], [-0.1, 0.0, 0.0], [-0.1, 0.0, 0.0], [0.0, 0.0, -0.1], [0.0, 0.0, 0.2]]
}

(3)
{
  "formula": "C7H21NO3",
  "method": "ωB97M-V/def2-TZVPD",
  "s2": 0.750,
  "multiplicity": 2,
  "e_tot_ev": -15229.483,
  "e_homo_ev": [0.79, -5.22],
  "max_force_ev_per_a": 2.807,
  "homo_lumo_gap_ev": [2.3, 8.2],
  "charge": -1,
  "elements": ["O", "O", "O", "N", "C", "C", "C", "C", "C", "C", "C", "H", "H", "H", "H", "H", "H", "H", "H", "H", "H", "H", "H", "H", "H", "H", "H", "H", "H", "H", "H", "H"],
  "positions_angstrom": [[1.208546, 2.760987, -0.569540], [-2.535186, 2.202934, 2.368863], [3.072017, 0.662189, 0.393507], [1.696767, -2.532190, 0.865879], [0.235539, 0.457441, 2.066617], [-0.569195, -0.606458, 1.283160], [-1.501085, -0.838792, -1.853470], [-1.789508, -0.286959, -3.218417], [1.159092, -1.838899, -0.228572], [0.143639, -1.003840, 0.011962], [-0.329172, -0.088535, -1.147995], [-1.860679, 0.792064, -3.363947], [-2.178588, 3.102355, 2.271916], [-1.632530, -0.310429, 1.090666], [-0.512972, 0.852549, 2.776666], [-2.748740, -0.646370, -3.620839], [1.943998, -2.197470, 1.782783], [-0.944623, 0.673301, -0.625036], [-2.292100, -0.971844, -1.125811], [-1.353987, -1.940737, -2.057423], [1.653019, -3.532916, 0.895832], [3.893384, 1.115904, 0.672609], [3.163942, -0.195441, 0.845076], [0.531185, 1.380620, 1.530530], [0.523838, 0.317159, -1.681675], [-2.373522, 1.729225, 1.549504], [-0.795256, -1.420018, 1.978040], [-0.981772, -0.607524, -3.939567], [1.805370, 2.897297, 0.174551], [1.055851, -0.113349, 2.488129], [1.694526, -1.830010, -1.176672], [0.618203, 2.017757, -0.437326]],
  "forces_ev_per_angstrom": [[-0.3, 1.1, -0.8], [-0.3, 0.5, 0.4], [0.4, 0.0, 0.3], [0.9, -1.6, 0.1], [-1.8, 0.3, -0.1], [-0.4, -0.6, 0.1], [1.5, -1.5, -0.7], [-0.5, 0.1, -1.7], [-0.8, 0.8, 2.0], [-0.4, 1.4, -1.7], [-1.5, -1.5, 1.8], [0.2, 0.2, 0.6], [0.0, -0.6, -0.2], [0.8, 0.3, -0.4], [0.8, -0.3, 0.5], [0.2, -0.2, 0.0], [-0.3, 0.9, -0.3], [1.0, 0.5, -0.6], [-0.7, 0.9, 0.0], [0.8, 0.9, 0.3], [0.1, -0.2, -0.4], [-0.3, -0.1, -0.2], [-0.1, 0.0, 0.0], [0.3, -1.0, -0.1], [-0.3, -0.1, -0.6], [0.2, 0.2, -0.2], [0.7, -0.4, 0.0], [-0.8, 0.2, 0.8], [-0.2, -0.7, 0.1], [0.4, 0.7, 0.4], [-0.2, -0.2, 0.1], [0.5, -0.2, 0.5]]
}

The highest multiplicity belongs to which entry? C7H21NO3

The highest multiplicity belongs to which entry? C7H21NO3

Among the records above, which one has the highest multiplicity? C7H21NO3